Record 1
Entry from OMol25: one molecule with the formula C12H16N6O3 (the ωB97M-V functional and the def2-TZVPD basis).

Geometry as XYZ:
```
37
Properties=species:S:1:pos:R:3:lowdin_charge:R:1
H 2.56 -0.41 1.40 0.1242
H 4.01 -3.38 -0.14 0.1429
C 2.45 2.56 0.74 -0.0127
N -5.16 -0.56 -0.35 0.0771
H -1.67 0.51 1.31 0.1300
C -0.51 -0.79 0.23 -0.3065
H -4.27 -1.69 1.32 0.1294
C -3.00 -0.44 0.07 -0.3629
C 3.45 -1.78 -0.71 -0.4728
O 4.58 -1.58 -1.02 0.1096
N 1.43 3.56 0.88 0.0678
H -0.96 -1.88 -1.33 0.0751
O 3.12 -3.00 -0.29 0.1059
H 1.51 4.18 1.58 0.0694
H 3.27 2.33 1.41 0.1208
H -0.18 0.06 -0.39 0.1269
N 1.83 -0.63 0.85 0.0917
H -1.28 -2.63 -0.04 0.0746
N -0.56 -2.07 -0.44 0.0702
C 2.58 0.67 -0.98 -0.0564
N -3.29 0.62 -0.76 0.1302
H 1.42 -1.41 -1.01 0.1489
C 2.21 -0.80 -0.47 -0.2207
C 1.81 1.72 -0.12 -0.3295
H -6.08 -0.82 -0.40 0.1063
C 0.58 3.48 -0.28 -0.1373
H 3.74 0.83 -0.98 0.1414
H 2.14 0.86 -2.03 0.1305
C -1.82 -0.46 0.86 -0.1430
C -4.10 -1.22 0.33 -0.0444
C -4.49 0.32 -1.12 -0.2496
H -1.99 -1.39 1.61 0.1719
H -0.24 4.05 -0.76 0.1274
H -5.00 1.04 -1.86 0.1454
C 0.66 -0.99 1.32 -0.4075
O 0.38 -1.25 2.48 0.0573
N 0.84 2.37 -0.91 0.0685
```

Calculated values
- energy above the lowest of the compared OMol25 structures with the same formula, charge and spin (kJ/mol) = 549.1
- lowest unoccupied orbital energy (eV) = 0.73
- structure (SMILES) = N[C@@H](Cc1c[nH]cn1)C(=O)N[C@@H](Cc1c[nH]cn1)C(=O)O

***

Record 2
Entry from OMol25: C2H6N3OS as an isolated structure (the ωB97M-V functional and the def2-TZVPD basis).

Geometry as XYZ:
```
13
Properties=species:S:1:pos:R:3:lowdin_charge:R:1
H 1.66 -1.83 0.37 0.0862
N 0.03 -0.53 -1.00 0.1140
H 0.78 -1.68 2.02 0.1404
N -1.53 1.72 -2.27 -0.2060
H -0.35 0.40 2.02 0.2034
H -1.12 2.56 -2.57 0.0609
H 0.47 -1.07 -1.69 0.1015
O -1.18 1.38 0.35 -0.3053
C 1.27 -1.14 1.11 0.0259
C 0.20 -0.51 0.25 -0.5259
S -1.81 0.86 -1.12 1.1770
N -0.44 0.33 0.99 0.0207
H 2.03 -0.48 1.54 0.1072
```

Calculated values
- energy above the lowest of the compared OMol25 structures with the same formula, charge and spin (kJ/mol) = 488.6
- lowest unoccupied orbital energy (eV) = -5.62
- net charge = +1

***

Record 3
Entry from OMol25: a 6-piece molecular cluster, C6H25NO5 overall (the ωB97M-V functional and the def2-TZVPD basis).

Geometry as XYZ:
```
37
Properties=species:S:1:pos:R:3:lowdin_charge:R:1
H -4.60 -1.85 0.79 0.1070
H 4.62 0.95 0.89 0.0389
H 0.43 0.02 0.08 0.0538
H 1.70 -2.35 -0.89 0.1035
H 2.19 0.27 -2.40 0.0364
H 1.90 -0.37 0.56 0.0562
H -3.28 1.46 1.15 0.0131
H -1.64 -1.03 3.12 0.1218
H 0.01 -1.74 -1.14 0.1098
H 3.63 0.99 -2.44 0.0440
O 4.70 1.28 -0.02 -0.0661
O -2.35 1.69 1.08 -0.0693
C -2.60 -2.19 1.60 -0.2654
H 3.91 1.84 -0.07 0.0334
C -3.75 -1.23 1.31 -0.1182
N 1.25 -0.50 -0.21 -0.0114
H -1.17 3.69 -1.01 0.0521
H -0.70 2.57 -1.81 0.0203
C 0.82 -1.92 -0.41 -0.2383
H 0.13 -2.77 3.03 0.0973
H -2.42 -2.71 0.69 0.0758
O 2.69 1.07 -2.60 -0.0657
H -4.23 -1.06 2.27 0.0627
H -3.64 -0.28 0.83 0.0307
H -1.12 -0.63 1.42 0.0747
H -2.13 1.90 0.16 -0.0014
H -2.94 -2.90 2.38 0.1163
O 0.97 3.07 -2.99 -0.0837
H 0.92 2.67 -3.87 0.0429
O -1.55 2.94 -1.50 -0.0722
C 0.05 -2.17 2.14 -0.2008
H 1.83 2.73 -2.66 0.0216
H 0.81 -1.33 2.24 0.1039
H 1.05 -3.55 0.88 0.1004
C 0.30 -2.76 0.77 -0.2218
H -0.66 -3.26 0.52 0.0942
C -1.36 -1.44 2.12 -0.1970
```

Calculated values
- energy above the lowest of the compared OMol25 structures with the same formula, charge and spin (kJ/mol) = 180.6
- lowest unoccupied orbital energy (eV) = 0.35
- structure (SMILES) = CCCCCCN.O.O.O.O.O

***

Record 4
Entry from OMol25: one molecule with the formula C5H14N2O2 (the ωB97M-V functional and the def2-TZVPD basis).

Geometry as XYZ:
```
23
Properties=species:S:1:pos:R:3:lowdin_charge:R:1
C 0.89 1.06 0.85 -0.0175
H 1.64 2.36 -0.75 0.0783
N -1.66 -1.10 2.41 0.0469
H -1.65 0.95 0.00 0.1349
H -2.44 -1.04 1.76 0.0631
H -1.97 -0.50 -1.95 0.0799
H 2.16 0.73 -2.56 0.0711
O 0.45 -1.33 0.66 0.0259
C -0.11 -0.07 0.85 -0.6331
H 1.79 0.77 1.39 0.1099
H 2.82 0.18 -1.02 0.0718
O -0.77 -0.03 2.13 -0.1415
H -2.60 -1.25 -0.45 0.0658
C 1.89 0.38 -1.56 -0.1268
C -1.70 -0.88 -0.96 -0.1024
H -1.15 -1.96 2.20 0.0767
H -1.02 -1.71 -1.07 0.0745
H 1.35 -0.56 -1.64 0.0600
H 0.43 1.94 1.31 0.1065
H 0.20 1.72 -1.44 0.0881
H 1.37 -1.29 0.95 0.1134
N -1.02 0.20 -0.25 -0.0541
C 1.08 1.44 -0.85 -0.1917
```

Calculated values
- energy above the lowest of the compared OMol25 structures with the same formula, charge and spin (kJ/mol) = 356.9
- lowest unoccupied orbital energy (eV) = 0.81
- structure (SMILES) = CCC[C@](O)(NC)ON

***

Record 5
Entry from OMol25: C10H13NPSV as an isolated structure (the ωB97M-V functional and the def2-TZVPD basis).

Geometry as XYZ:
```
27
Properties=species:S:1:pos:R:3:mulliken_spin:R:1
C -0.05 1.82 3.32 0.3081
H 0.52 1.10 -3.86 0.0129
V -0.32 -0.18 -1.51 1.9256
H -1.06 -2.70 -2.39 0.0189
P 2.24 -0.31 -0.61 0.0370
C -0.16 0.35 -3.50 0.0734
H -3.01 -0.86 -2.17 0.0058
C -0.99 -1.67 -2.71 -0.0736
H -1.33 2.23 1.75 -0.0060
H -0.08 2.88 3.62 0.0357
H 1.05 -1.53 -3.59 -0.0133
C -0.89 0.24 1.74 0.1817
C 0.68 0.82 3.94 -0.1785
N -0.81 1.51 2.24 0.1820
S -1.88 0.07 0.34 0.0467
C -1.49 0.59 -3.00 0.0295
H 1.29 1.07 4.82 -0.0093
C 0.13 -1.04 -3.32 -0.0284
H 2.72 -1.47 0.07 0.0105
H 2.71 0.70 0.28 0.0020
C -0.16 -0.78 2.33 -0.0258
H -0.21 -1.77 1.88 -0.0047
C -2.02 -0.67 -2.56 -0.0197
C 0.63 -0.49 3.44 0.4128
H 1.21 -1.28 3.92 0.0556
H -1.94 1.56 -2.85 0.0252
H 3.24 -0.19 -1.61 -0.0042
```

Calculated values
- energy above the lowest of the compared OMol25 structures with the same formula, charge and spin (kJ/mol) = 0.0
- lowest unoccupied orbital energy (spin up / spin down) (eV) = 3.27 / 3.32
- 2S+1 = 4
- net charge = -1
- expectation value of S² = 3.809

***

Record 6
Entry from OMol25: C29H26N2O7S4Ti as an isolated structure (the ωB97M-V functional and the def2-TZVPD basis).

Geometry as XYZ:
```
69
Properties=species:S:1:pos:R:3:mulliken_spin:R:1
C 2.76 3.06 1.36 0.0019
C 3.33 3.43 2.58 0.0024
C -0.97 -1.20 5.97 0.1308
H -3.31 0.64 0.30 -0.0087
H 3.51 -0.08 -2.87 0.0004
C -1.07 2.19 -1.72 0.0009
C -1.82 1.91 -0.58 0.0180
C -2.77 0.90 -0.60 -0.0154
O -0.72 -3.41 1.06 0.0040
H -2.00 -3.66 -3.16 0.0004
H -0.50 3.22 2.28 0.0012
H 4.41 3.44 2.67 0.0003
S 4.50 1.12 0.28 -0.0001
C 3.62 2.71 0.18 -0.0002
O -0.64 -2.26 -1.59 -0.0008
S -1.82 -2.70 1.75 0.0540
C 1.45 -0.59 -2.69 0.0463
C 0.53 -1.40 -3.48 0.0039
H -2.89 -3.38 4.18 0.0094
H -2.57 -2.61 6.49 0.0282
C -0.36 -1.13 3.61 0.2155
C 0.54 -1.37 -4.89 -0.0001
H 0.55 0.04 5.15 0.0250
H 2.66 -0.04 -4.41 0.0001
H -0.27 -2.04 -6.75 0.0001
C 1.37 3.00 1.27 -0.0015
C -2.97 0.14 -1.76 0.0359
C -0.21 -0.70 4.95 -0.0471
H 1.24 -0.72 -5.39 0.0002
O 1.22 -1.64 1.63 0.0062
C -1.28 1.46 -2.88 0.0041
C -0.45 -2.23 -2.87 -0.0023
H -3.85 -1.60 -2.67 -0.0003
O -3.05 -3.44 1.84 0.0116
C -0.31 -2.12 -5.67 -0.0001
C 1.15 3.71 3.55 -0.0011
H -0.30 2.95 -1.68 -0.0005
C 0.57 3.32 2.35 0.0059
Ti -0.03 -1.37 0.03 0.9761
H -1.90 -3.58 -5.64 0.0000
O 0.03 0.30 1.39 -0.0473
H 3.02 2.68 -0.73 -0.0002
N 1.34 -0.48 -1.40 0.0178
H 0.53 3.94 4.41 0.0010
H -0.81 -0.84 6.98 0.0178
N 2.21 0.42 -0.79 0.0243
H -4.96 -0.70 -1.61 -0.0001
O 1.76 0.26 3.15 0.0161
H -2.35 -0.16 -3.79 -0.0011
C -1.96 -2.20 5.70 0.2120
C -3.92 -1.03 -1.74 0.0015
S 4.03 -1.60 -0.64 0.0004
C -2.13 -2.64 4.41 -0.1023
C 2.57 0.17 -3.35 0.0022
C -1.23 -2.97 -5.05 0.0006
C 2.53 3.76 3.66 -0.0028
H 4.40 3.47 0.05 -0.0002
C -1.29 -3.02 -3.68 0.0031
H -3.67 -1.69 -0.91 0.0025
H 2.40 1.24 -3.21 0.0003
O -1.93 -1.42 0.93 -0.0189
C 3.37 -0.05 -0.45 -0.0003
C -2.22 0.44 -2.89 -0.0083
H -1.63 2.44 0.34 -0.0006
H 2.99 4.03 4.61 -0.0004
S 0.74 -0.48 2.47 0.1017
H -0.68 1.66 -3.76 0.0003
C -1.38 -2.15 3.33 0.2828
H 0.93 2.63 0.35 -0.0064
```

Calculated values
- lowest unoccupied orbital energy (spin up / spin down) (eV) = 4.44 / 4.44
- 2S+1 = 3
- net charge = -2
- expectation value of S² = 2.014

***

Largest force on an atom (computed, hartree/bohr): 0.11240, 0.08280, 0.07323, 0.07014, 0.09939, 0.02297